Computed, not measured: a structure of composition C37H41BFeN3O6STe, with ωB97M-V/def2-TZVPD.

- highest occupied orbital energy (spin up / spin down) (eV) = -5.55 / -5.59
- net charge = -1
- frontier orbital gap (spin up / spin down) (eV) = 7.07 / 7.09

Positions of all 91 atoms, in Å:
Te 0.1661 1.3889 0.8330
Fe -1.6832 -1.7264 0.2367
S -3.5377 -4.4868 0.9308
O -0.9918 -3.3504 -0.8985
O 1.8103 0.2579 -0.5653
O -0.6375 -0.0201 3.8397
O 0.5704 -4.9819 -0.8529
O -2.9707 -3.1041 1.0289
O -1.9288 -0.6193 2.0724
N -0.3990 -0.1831 -0.5545
N -0.1573 -2.3661 1.3045
N -3.1461 -1.0986 -0.9515
C 1.5754 2.5013 2.0177
C -0.7563 5.8441 -3.6682
C 3.5683 0.9087 1.7143
C 0.9551 3.5876 2.6428
C -1.5421 4.0546 -2.0879
C 1.7213 4.3020 3.5625
C -0.4945 4.7961 -2.6176
C 1.0187 -1.2518 -2.2246
C 2.8765 2.0986 2.3307
C -2.5400 2.3130 -0.6260
C 2.4822 -2.7240 -3.4368
C -0.4767 4.0242 2.4127
C 0.6474 -3.2641 0.7657
C 1.8896 -3.5246 1.3253
C -1.3404 3.0788 -1.1205
C -3.9325 -0.6770 -1.6759
C 3.8128 4.7482 4.8963
C 3.0269 3.9584 3.8814
C 2.5060 3.3694 -0.8141
C -1.8852 -6.5233 0.1662
C 0.1549 -1.6883 2.3893
C 1.3756 -1.8792 3.0102
C -3.1113 -6.4747 -0.7522
C 2.2585 -2.8068 2.4541
C 0.1968 -2.4310 -4.1436
C -3.5202 -5.0088 -0.7875
C -0.9182 -0.6828 2.8377
C 0.7883 4.5382 -2.1628
C -0.0276 2.8503 -0.6720
C 0.7956 -0.3526 -1.0512
C 1.0575 3.5715 -1.1924
C 1.4442 -3.0211 -4.3106
C -0.0215 -1.5486 -3.0971
C 3.5875 2.8530 3.2586
C -2.2340 -5.6700 1.3935
C 2.2716 -1.8297 -2.3973
C 0.0493 -3.9365 -0.4557
B -5.0095 -0.0308 -2.6924
H 2.7509 3.8843 0.1169
H -1.4115 -5.0520 1.7587
H 2.9170 0.2958 1.0999
H 3.1441 3.7723 -1.6013
H -0.7114 4.8641 3.0658
H -1.2319 5.4041 -4.5472
H -0.6162 -2.6721 -4.8167
H -1.1826 3.2199 2.6388
H 3.0616 -1.5877 -1.6981
H 4.1120 4.1179 5.7362
H -2.8871 -6.8446 -1.7528
H -0.6496 4.3354 1.3817
H -1.4271 6.6190 -3.2907
H -2.7721 -4.3761 -1.2739
H 2.7458 2.3142 -0.6922
H 4.3946 1.2358 1.0769
H 3.2267 5.5777 5.2921
H -2.5549 4.2277 -2.4399
H 0.1691 6.3244 -3.9883
H 3.9872 0.2708 2.4963
H -5.5433 -0.9391 -3.3133
H -1.0291 -6.0903 -0.3549
H 3.2351 -2.9600 2.8999
H -2.6162 1.3579 -1.1411
H -0.9983 -1.1070 -2.9383
H -3.9238 -7.0861 -0.3452
H 2.5245 -4.2622 0.8529
H -4.5067 -4.8253 -1.2110
H -4.3881 0.7175 -3.4414
H 1.2587 5.1498 4.0593
H -3.4565 2.8693 -0.8167
H -1.6247 -7.5436 0.4504
H 1.5976 -1.2982 3.8952
H 4.6044 2.5577 3.5064
H -5.8225 0.5892 -2.0241
H -2.6253 -6.2598 2.2229
H 1.6228 5.0943 -2.5804
H -2.4977 2.0816 0.4412
H 3.4505 -3.1948 -3.5573
H 1.6052 -3.7230 -5.1195
H 4.7239 5.1594 4.4562

These are the Mulliken partial charges, in e, on atoms 1 to 8:
1. Te 0.3310
2. Fe -0.1688
3. S -0.1241
4. O -0.8161
5. O -0.6112
6. O -0.8171
7. O -0.9272
8. O -0.2851

***

Computed, not measured: a structure of composition C37H41BN9Pt, with ωB97M-V/def2-TZVPD.

- highest occupied orbital energy (eV) = -10.65
- net charge = +1
- frontier orbital gap (eV) = 7.56

Positions of all 89 atoms, in Å:
Pt 0.0159 0.0611 -0.1174
N -0.3396 -1.9430 -2.5576
N 1.7280 0.0962 1.2648
N -0.4366 -3.9550 -1.3944
N 1.3022 0.4281 2.5085
N 0.0127 2.3608 1.5573
N -1.2601 0.4058 2.5026
N -1.6819 0.0532 1.2607
N 0.0186 2.0186 0.2522
N 0.0209 -1.9368 -0.2943
C -5.5721 -2.3080 -0.5660
C 4.0066 -1.2700 -2.1751
C -3.0938 -0.7894 2.7492
C -0.2481 -2.6196 -1.3838
C 3.2255 -0.8615 -1.1061
C -0.0049 3.0882 -4.7652
C 5.2063 -1.9305 -1.9482
C 2.0087 0.1409 4.8952
C -0.0101 3.7039 1.6603
C 0.0441 1.8891 -4.0685
C 3.6249 -1.0973 0.2099
C -4.7503 -1.9052 0.4771
C -0.6849 -2.5270 -3.8469
C -0.0457 4.2852 -2.6755
C -2.1132 -0.0807 3.4212
C 5.6139 -2.1769 -0.6453
C -0.0496 4.2849 -4.0627
C -5.2513 -1.9774 -1.8754
C -0.3169 -4.7384 -0.1619
C -0.6746 -3.8721 1.0270
C 4.8297 -1.7638 0.4226
C 3.1699 -0.7154 2.7395
C -4.0976 -1.2490 -2.1299
C -3.5921 -1.1676 0.2343
C -0.6896 -4.6680 -2.6486
C -3.2775 -0.8532 -1.0857
C -0.0228 4.4372 2.9608
C 2.8477 -0.6136 1.3780
C -1.9534 0.1222 4.8936
C -0.0193 4.2213 0.3786
C -2.7899 -0.6801 1.3841
C 2.1725 -0.0412 3.4213
C 0.2102 -2.6446 0.9823
C -0.0003 3.0908 -1.9636
C -1.4738 -3.7943 -3.6048
C 0.0005 3.1188 -0.4873
C 0.0446 1.8960 -2.6838
B 0.0160 1.2969 2.6730
H -1.2501 -5.5662 -2.4029
H -0.0312 5.5074 2.7641
H -1.1660 -0.5187 5.2949
H -3.9301 -1.2925 3.2081
H -1.7015 1.1541 5.1366
H -5.0172 -2.1676 1.4935
H -1.2723 -1.8038 -4.4109
H 1.2612 -2.9284 1.0931
H -1.6491 -4.3196 -4.5426
H 5.8233 -2.2440 -2.7809
H 1.2468 -0.5340 5.2903
H -5.9032 -2.2730 -2.6883
H -0.0661 -0.9777 -2.5188
H -0.0797 5.2283 -2.1452
H 0.0858 0.9516 -4.6126
H -0.0872 5.2260 -4.5977
H -0.5332 -4.4201 1.9577
H -0.0061 3.0903 -5.8481
H -2.4386 -3.5474 -3.1583
H -1.7229 -3.5679 0.9553
H -0.0353 5.2665 0.1158
H 2.3044 -0.3326 -1.2972
H 0.2160 -2.7501 -4.4225
H -2.3997 -0.2654 -1.2964
H 0.0077 1.8216 3.7464
H 0.0852 0.9532 -2.1453
H -6.4743 -2.8688 -0.3525
H -0.9794 -5.5983 -0.2480
H 5.1644 -1.9602 1.4337
H 4.0201 -1.2039 3.1880
H 6.5521 -2.6850 -0.4567
H 0.2533 -4.9812 -3.1068
H -3.8489 -0.9713 -3.1488
H 0.8585 4.2044 3.5604
H 0.7047 -5.1145 -0.0539
H 1.7174 1.1595 5.1502
H -2.8830 -0.1369 5.3961
H 2.9477 -0.0887 5.3944
H -0.9066 4.1897 3.5509
H -0.0317 -1.9665 1.7983
H 3.6890 -1.0615 -3.1901

These are the Mulliken partial charges, in e, on atoms 1 to 8:
1. Pt 1.0186
2. N 0.3213
3. N -0.3802
4. N 0.1956
5. N 0.9280
6. N 0.4126
7. N 0.8853
8. N -0.3846

***

Computed, not measured: a structure of composition C37H41Br2Cl5N6OSbTi, with ωB97M-V/def2-TZVPD.

- highest occupied orbital energy (spin up / spin down) (eV) = -2.81 / -4.85
- net charge = -1
- spin multiplicity = 3
- frontier orbital gap (spin up / spin down) (eV) = 4.98 / 7.02

Positions of all 94 atoms, in Å:
Sb -1.8285 -0.9489 3.3723
Br -2.7654 6.4581 2.8020
Br -1.4891 5.6635 -2.7796
Ti 1.0129 1.7193 -0.7464
Cl 3.0201 3.7305 0.2246
Cl 5.4011 3.4392 2.3195
Cl 6.5105 0.6287 2.9771
Cl 4.9011 -1.9336 2.0616
Cl 2.8104 -1.6640 -0.1688
O 0.0008 3.4236 -1.4612
N -1.1581 -2.6568 -7.1899
N 4.1968 0.3526 -3.5677
N 3.8387 1.0002 -2.5382
N 3.0944 0.1913 -4.3631
N 0.1943 2.4901 0.9660
N 2.4681 1.2353 -2.5419
C 3.3520 -0.2506 0.6435
C 4.4433 -0.3862 1.5084
C -1.3175 5.2948 -0.8953
C -1.9279 6.0339 0.1379
C -2.6637 -2.5027 1.9482
C 5.0742 0.7493 2.0366
C 4.0553 -2.5370 -4.9037
C -1.2030 4.3466 1.8024
C 4.1319 -1.5088 -5.9604
C -0.5936 4.1295 -0.5640
C 4.6263 2.0530 1.6747
C -4.6262 0.2243 3.9766
C -3.2979 -2.7713 5.4817
C -0.5321 2.6028 3.2096
C -1.5287 -0.4270 -4.4750
C -1.5970 -3.5870 1.9515
C 2.8006 0.9993 0.3308
C 3.5370 2.1012 0.8228
C -1.1410 3.7898 3.1584
C -3.2922 0.6563 3.3251
C -0.9779 -2.1314 -6.1852
C -4.0351 -3.0612 2.2255
C -0.5853 3.6384 0.8069
C -1.8985 5.5534 1.4249
C -2.1806 -1.7058 5.3882
C 3.1044 -0.3345 -5.7643
C -1.5355 -0.0220 -3.1524
C 0.0140 -1.7573 -2.6251
C 0.1640 1.9689 2.1828
C -3.5128 1.0078 1.8271
C 2.0689 0.7556 -3.6939
C -0.8874 -2.3468 5.9415
C -0.8100 -1.5656 -4.8764
C -0.4826 0.0934 -0.9371
C -0.6900 -0.6053 -2.1799
C 5.5642 -0.8708 -6.1704
C -0.0788 -2.2213 -3.9013
H 4.4408 -2.2324 -3.9236
H 2.9761 -2.8789 -4.7902
H 2.1263 -0.7358 -6.0282
H -0.4362 2.2154 4.2439
H 3.2959 0.4935 -6.3965
H 5.9457 -0.5432 -5.2063
H -5.1581 -0.3994 3.2145
H -1.6562 -4.2757 2.8253
H -5.3208 1.0516 4.2274
H -2.5596 1.2479 1.3344
H 0.0126 -0.5871 -0.2275
H -2.1270 0.1190 -5.2221
H -4.7889 -2.3032 2.4588
H -1.4969 4.2935 4.0569
H -2.9307 -3.7118 4.9973
H -4.2008 1.8147 1.7083
H -4.0814 -3.7391 3.0710
H -1.3072 0.6779 -0.5909
H 5.4086 -0.0390 -6.8581
H -2.3982 -0.7813 5.9670
H -4.3895 -3.6700 1.3681
H -4.3009 -2.5258 5.2193
H -0.9355 -3.4052 5.6343
H 3.7932 -1.9714 -6.8830
H -2.9796 1.5607 3.8699
H -1.7175 -4.4473 1.2200
H -4.6015 -0.3827 4.8752
H -3.3889 -3.2205 6.4793
H -2.7076 -1.9917 1.0186
H -4.0172 0.1464 1.3523
H 0.7080 1.0500 2.4617
H 0.0296 -1.8728 5.6366
H 0.4424 -3.1190 -4.1162
H 4.6311 -3.4135 -5.1701
H -0.8450 -2.4291 7.0546
H 6.2765 -1.5824 -6.5913
H 0.6806 -2.2601 -2.0186
H 1.0526 0.7542 -4.1004
H -2.1615 0.8566 -2.9277
H -2.5014 6.9417 0.0104
H -0.5612 -3.2394 1.8583

These are the Mulliken partial charges, in e, on atoms 1 to 8:
1. Sb 0.5589
2. Br -0.2715
3. Br -0.2252
4. Ti -0.3662
5. Cl -0.2208
6. Cl -0.2052
7. Cl -0.2202
8. Cl -0.2193

***

Computed, not measured: a cluster of 2 separate species, C37H41N3P in total, with ωB97M-V/def2-TZVPD.

- highest occupied orbital energy (eV) = -9.24
- net charge = +1
- frontier orbital gap (eV) = 4.66

Positions of all 82 atoms, in Å:
P -1.1705 3.8267 -3.3038
N 2.4348 7.9171 -0.1756
N -1.7054 3.8383 -4.9709
N -2.6027 4.7328 -2.8477
C -3.2906 4.7167 -1.5735
C -1.6778 6.4717 -0.8894
C -2.7724 4.7245 -5.1342
C 2.1416 8.5048 1.1180
C -1.5374 2.7698 -5.9183
C -5.1314 4.0604 -0.1397
C 4.7629 4.7249 -5.9296
C 2.1051 5.3471 -2.6786
C -3.2688 5.1997 -3.9769
C 3.0066 6.0543 -4.9222
C 2.8389 5.0744 -3.9092
C 3.9596 5.8751 -5.9216
C -0.1780 1.7392 -7.6282
C 0.8459 3.4693 -6.0974
C 4.5245 3.7013 -5.0058
C -4.6917 4.9297 0.8663
C -3.8967 1.8681 -5.5130
C -1.2549 0.9539 -8.0582
C -1.1502 0.0437 -9.2435
C 5.4513 9.4424 -1.6240
C -2.4453 1.0233 -7.3295
C 4.2911 9.4226 -0.8373
C 3.5269 3.8437 -4.0504
C 2.4561 6.4455 -1.8981
C -2.6041 1.9102 -6.2633
C 3.3615 8.4252 -1.0877
C -4.4368 3.9238 -1.3438
C -2.8467 5.5971 -0.5823
C -0.3032 2.6321 -6.5626
C 1.9546 6.7181 -0.5931
C 3.4827 7.4778 -2.1388
C -5.4296 5.0599 2.1696
C -3.5289 5.6674 0.6331
C 5.6425 8.4621 -2.6092
C 1.2879 5.7958 0.3312
C -4.9287 2.9339 -2.3536
C 4.6787 7.4756 -2.8444
H -0.7949 5.8702 -1.1278
H 1.9909 5.3597 1.0626
H -6.0274 3.4589 0.0438
H 0.0063 4.8421 -3.3317
H 0.4931 6.2859 0.9049
H 4.8887 6.6684 -3.5409
H 1.5865 4.5254 -2.1732
H -4.0311 2.7260 -4.8551
H -3.2709 0.3598 -7.6046
H -1.8687 7.1217 -1.7544
H 0.8628 4.9583 -0.2233
H 5.5561 4.6188 -6.6729
H -5.6774 6.1069 2.3875
H -3.1864 4.8660 -6.1239
H 6.2117 10.2046 -1.4542
H 5.1152 2.7816 -5.0291
H 1.2237 3.1235 -5.1248
H -1.2768 -1.0074 -8.9634
H 1.6800 3.4074 -6.8071
H 0.7868 1.6519 -8.1335
H -4.7434 1.8480 -6.2132
H 6.5641 8.4545 -3.1885
H 2.4211 6.9806 -4.8630
H 3.3300 3.0629 -3.3083
H 4.0956 6.6549 -6.6824
H -1.4440 7.1067 -0.0306
H -4.1386 5.8287 -3.8489
H 0.5651 4.5259 -5.9912
H -0.1798 0.1434 -9.7313
H 2.4462 7.8390 1.9384
H -3.9716 0.9558 -4.8995
H 4.1205 10.1377 -0.0308
H -5.7021 2.3095 -1.8900
H 2.6831 9.4485 1.1970
H -4.8339 4.6998 3.0194
H 1.0642 8.7007 1.2049
H -1.9253 0.2702 -9.9828
H -3.1409 6.3288 1.4083
H -4.1378 2.2597 -2.7010
H -6.3597 4.4842 2.1414
H -5.3950 3.4113 -3.2257

These are the Mulliken partial charges, in e, on atoms 1 to 8:
1. P -0.5193
2. N 0.1892
3. N 0.7189
4. N 1.0201
5. C -1.0008
6. C -1.0529
7. C -0.7758
8. C -0.8746

***

Computed, not measured: a structure of composition C37H41N6O2PtS2, with ωB97M-V/def2-TZVPD.

- highest occupied orbital energy (eV) = -10.59
- net charge = +1
- frontier orbital gap (eV) = 7.11

Positions of all 89 atoms, in Å:
Pt 0.4916 1.0894 -0.5207
S 0.6267 3.0601 -1.7062
S 1.8480 2.0381 1.1046
O 2.6586 -0.6560 1.1998
O -1.8215 -1.4218 0.7469
N 1.2205 -2.0673 2.2566
N 0.3746 -0.7531 0.6315
N 3.9839 -0.6217 -3.2890
N -1.0188 2.0465 0.6445
N -1.1969 0.5812 -1.8806
N 2.0668 0.3084 -1.8112
C -2.0365 -1.2742 6.0500
C -1.2994 3.2016 -5.2212
C -2.0850 2.0580 -5.2154
C -2.2082 2.1368 -0.2505
C -0.1885 -2.3791 2.2894
C -2.0437 1.2007 -4.1293
C 2.2353 -1.1729 -1.6216
C -1.2175 1.4775 -3.0459
C 1.5371 -1.1117 1.3552
C -0.5124 3.3790 1.0465
C -2.2151 -1.6989 3.6860
C 1.7851 0.5192 -3.2646
C -0.6753 -1.5248 5.9824
C -0.8317 5.6631 1.6637
C -0.4727 -3.8575 1.9995
C 0.2634 -6.1568 1.9856
C -0.4766 3.4831 -4.1457
C -0.9992 -6.5710 1.5945
C -1.7410 -4.2802 1.6106
C 0.5172 5.7625 1.9650
C -2.8024 -1.3623 4.8970
C -0.0858 -1.8594 4.7714
C -0.4342 2.6272 -3.0457
C 1.3561 4.6694 1.7992
C -1.2510 -0.8541 -2.2639
C -1.3747 1.3391 1.9174
C -0.6652 -1.4711 1.1373
C 4.4811 0.4360 -2.4184
C 2.9295 -0.0801 -4.1269
C -0.8475 -1.9494 3.6109
C 3.3660 0.9726 -1.4842
C -1.9984 -5.6272 1.4064
C -1.3569 4.4603 1.2081
C 3.4229 -1.6894 -2.4738
C -2.3762 0.8490 -1.0054
C 0.8395 3.4680 1.3345
C 0.5249 -4.8080 2.1853
H 2.4138 4.7463 2.0173
H 0.9248 6.7009 2.3167
H 0.1486 4.3676 -4.1509
H -1.1769 -1.4565 -1.3654
H -3.8677 -1.1743 4.9379
H 1.9202 -2.4189 2.8839
H 4.8756 1.2389 -3.0414
H -2.5284 -3.5574 1.4577
H -2.1945 -1.0881 -2.7569
H 1.2973 -1.6422 -1.9138
H -1.2046 -7.6220 1.4396
H -2.4979 -1.0185 6.9946
H 0.9790 -2.0494 4.7540
H 3.3506 0.6953 -4.7665
H -2.8262 -1.7636 2.7974
H 2.4073 -1.3508 -0.5723
H -1.3239 3.8743 -6.0682
H 1.7007 1.5857 -3.4432
H -2.6671 0.3172 -4.1341
H 3.2270 2.0460 -1.5924
H 2.5473 -0.8729 -4.7707
H -2.4561 0.0050 -0.3225
H 1.5219 -4.5139 2.4841
H -1.9759 2.0220 2.5167
H -1.4817 6.5195 1.7798
H -0.4362 -1.0891 -2.9394
H 0.8354 0.0511 -3.4960
H -3.1042 2.3236 0.3443
H -0.0646 -1.4607 6.8734
H -2.9891 -5.9398 1.1026
H -2.4145 4.3854 0.9912
H -3.2833 0.8877 -1.6133
H -0.4644 1.0865 2.4539
H 1.0517 -6.8821 2.1391
H 5.3039 0.0408 -1.8234
H -2.0522 2.9831 -0.9177
H -2.7262 1.8292 -6.0554
H 4.2055 -2.0827 -1.8250
H -1.9489 0.4430 1.6978
H 3.0963 -2.4962 -3.1301
H 3.5808 0.7513 -0.4433

These are the Mulliken partial charges, in e, on atoms 1 to 8:
1. Pt 2.9562
2. S -0.3999
3. S -0.4662
4. O -0.6261
5. O -0.5896
6. N 0.2317
7. N 0.5506
8. N -0.1814

***

| no. | strongest force on any atom (hartree/bohr) | calculated total energy (eV) |
| --- | --- | --- |
| 1 | 0.0350 | -108984.34171 |
| 2 | 0.0206 | -56367.41474 |
| 3 | 0.0632 | -282371.99082 |
| 4 | 0.0408 | -52787.01041 |
| 5 | 0.0168 | -76984.19489 |